Density functional theory data (ωB97M-V with the def2-TZVPD basis set) for a cluster of 2 separate species, C9H14 in total in a non-equilibrium geometry.

The geometry in XYZ format:
```
23
Properties=species:S:1:pos:R:3
C 0.514 -2.306 -0.407
C -0.639 -1.375 -0.599
C -0.839 -0.257 0.202
C -1.982 0.532 0.033
C -2.988 0.115 -0.809
C -2.790 -0.975 -1.659
C -1.564 -1.610 -1.622
H 0.382 -3.269 -0.886
H 0.738 -2.482 0.647
H 1.433 -1.868 -0.795
H -0.254 -0.180 1.113
H -2.002 1.476 0.562
H -3.877 0.738 -0.834
H -3.579 -1.194 -2.366
H -1.388 -2.532 -2.173
C 2.841 1.295 1.078
C 1.947 2.481 1.398
H 2.431 0.776 0.218
H 3.812 1.669 0.764
H 2.918 0.542 1.861
H 2.045 3.200 0.591
H 1.951 2.998 2.354
H 0.889 2.226 1.330
```

Calculated values
- lowest unoccupied orbital energy (eV) = 1.031

---

Density functional theory data (ωB97M-V with the def2-TZVPD basis set) for a cluster of 2 separate species, C9H14 in total in a non-equilibrium geometry.

The geometry in XYZ format:
```
23
Properties=species:S:1:pos:R:3
C -2.164 0.108 0.343
C -0.928 0.902 0.061
C 0.087 0.982 1.036
C 1.146 1.793 0.703
C 1.262 2.527 -0.457
C 0.284 2.321 -1.423
C -0.790 1.449 -1.217
H -2.859 0.194 -0.514
H -2.687 0.364 1.281
H -2.153 -0.984 0.485
H -0.005 0.240 1.822
H 2.045 1.887 1.335
H 2.076 3.220 -0.574
H 0.342 2.883 -2.345
H -1.652 1.208 -1.828
C 1.036 -2.627 0.793
C 0.447 -2.065 -0.483
H 0.978 -2.032 1.708
H 0.640 -3.601 1.131
H 2.066 -2.965 0.632
H 1.223 -1.631 -1.107
H -0.366 -1.348 -0.297
H -0.029 -2.825 -1.087
```

Calculated values
- lowest unoccupied orbital energy (eV) = 1.027

---

Density functional theory data (ωB97M-V with the def2-TZVPD basis set) for a cluster of 2 separate species, C9H14 in total in a non-equilibrium geometry.

The geometry in XYZ format:
```
23
Properties=species:S:1:pos:R:3
C 2.623 2.421 0.830
C 1.355 1.830 0.247
C 1.382 1.170 -0.984
C 0.264 0.520 -1.475
C -0.969 0.757 -0.866
C -1.016 1.429 0.332
C 0.136 1.969 0.902
H 3.426 2.482 0.106
H 2.977 1.826 1.675
H 2.319 3.367 1.254
H 2.272 1.320 -1.588
H 0.301 0.091 -2.470
H -1.847 0.457 -1.424
H -1.932 1.695 0.848
H 0.044 2.618 1.765
C -1.610 -2.262 -0.047
C -1.197 -3.717 0.288
H -1.044 -1.561 0.556
H -1.403 -1.972 -1.076
H -2.681 -2.155 0.118
H -0.626 -3.770 1.209
H -0.657 -4.212 -0.522
H -2.119 -4.303 0.323
```

Calculated values
- lowest unoccupied orbital energy (eV) = 1.030

---

Density functional theory data (ωB97M-V with the def2-TZVPD basis set) for a cluster of 2 separate species, C9H14 in total in a non-equilibrium geometry.

The geometry in XYZ format:
```
23
Properties=species:S:1:pos:R:3
C 0.928 3.529 -1.435
C 0.522 2.403 -0.504
C -0.242 2.709 0.618
C -0.669 1.691 1.455
C -0.219 0.377 1.277
C 0.518 0.094 0.127
C 0.924 1.108 -0.754
H 1.597 4.259 -0.981
H 0.000 3.989 -1.779
H 1.462 3.205 -2.330
H -0.636 3.714 0.648
H -1.386 1.988 2.211
H -0.355 -0.384 2.027
H 0.740 -0.927 -0.156
H 1.562 0.917 -1.605
C -0.779 -3.255 0.787
C -0.361 -3.982 -0.497
H -1.449 -3.755 1.494
H 0.065 -2.887 1.365
H -1.468 -2.444 0.528
H -0.152 -5.030 -0.308
H -1.118 -3.824 -1.265
H 0.519 -3.495 -0.922
```

Calculated values
- lowest unoccupied orbital energy (eV) = 1.042

---

Density functional theory data (ωB97M-V with the def2-TZVPD basis set) for a cluster of 2 separate species, C9H14 in total in a non-equilibrium geometry.

The geometry in XYZ format:
```
23
Properties=species:S:1:pos:R:3
C -1.805 -1.204 0.339
C -0.350 -1.591 0.589
C -0.097 -2.896 1.020
C 1.220 -3.274 1.195
C 2.228 -2.355 0.953
C 1.913 -1.024 0.688
C 0.617 -0.630 0.331
H -2.281 -2.095 -0.107
H -1.890 -0.300 -0.257
H -2.421 -1.153 1.242
H -0.990 -3.406 1.368
H 1.448 -4.281 1.518
H 3.271 -2.611 0.919
H 2.786 -0.436 0.450
H 0.197 0.273 -0.075
C 0.072 2.874 -1.474
C -1.002 3.888 -1.007
H -0.001 2.630 -2.537
H 1.097 3.196 -1.303
H -0.074 1.972 -0.891
H -0.691 4.894 -1.225
H -1.410 3.707 -0.018
H -1.838 3.823 -1.717
```

Calculated values
- lowest unoccupied orbital energy (eV) = 1.000

---

Density functional theory data (ωB97M-V with the def2-TZVPD basis set) for a cluster of 2 separate species, C9H14 in total in a non-equilibrium geometry.

The geometry in XYZ format:
```
23
Properties=species:S:1:pos:R:3
C 0.852 1.405 1.697
C 1.429 0.573 0.592
C 0.832 -0.043 -0.530
C 1.542 -0.779 -1.420
C 2.896 -1.059 -1.170
C 3.492 -0.556 0.002
C 2.777 0.295 0.892
H 0.695 1.010 2.702
H -0.246 1.598 1.285
H 1.086 2.494 1.668
H -0.310 0.084 -0.563
H 1.264 -1.420 -2.393
H 3.687 -1.366 -1.956
H 4.431 -0.791 0.103
H 3.297 0.658 1.676
C -3.480 -0.028 -1.125
C -3.492 -0.478 0.449
H -3.652 1.098 -1.185
H -2.494 -0.413 -1.560
H -4.225 -0.626 -1.694
H -2.942 -1.391 0.379
H -4.505 -0.585 1.063
H -2.935 0.319 1.086
```

Calculated values
- lowest unoccupied orbital energy (eV) = 0.969

---

Density functional theory data (ωB97M-V with the def2-TZVPD basis set) for a cluster of 2 separate species, C9H14 in total in a non-equilibrium geometry.

The geometry in XYZ format:
```
23
Properties=species:S:1:pos:R:3
C -0.443 -0.487 1.862
C 0.597 -0.978 0.914
C 0.362 -2.052 0.049
C 1.277 -2.336 -0.965
C 2.146 -1.367 -1.406
C 2.395 -0.256 -0.580
C 1.709 -0.166 0.611
H -0.530 -1.232 2.653
H -1.391 -0.252 1.394
H -0.265 0.498 2.302
H -0.653 -2.422 0.154
H 1.241 -3.332 -1.373
H 2.689 -1.516 -2.320
H 3.069 0.472 -1.011
H 2.142 0.454 1.394
C -2.444 1.444 -0.319
C -1.172 2.226 -0.572
H -3.311 2.078 -0.487
H -2.519 0.638 -1.043
H -2.432 1.037 0.680
H -1.127 3.201 -0.068
H -1.103 2.552 -1.607
H -0.237 1.795 -0.263
```

Calculated values
- lowest unoccupied orbital energy (eV) = 1.058

---

Density functional theory data (ωB97M-V with the def2-TZVPD basis set) for a cluster of 2 separate species, C9H14 in total.

The geometry in XYZ format:
```
23
Properties=species:S:1:pos:R:3
C -0.027 0.372 -2.793
C -0.306 -1.259 -0.909
C 0.542 -0.451 -1.710
C 0.217 -1.852 0.195
C 1.608 -1.710 0.507
C 1.944 -0.385 -1.428
C 2.476 -0.995 -0.327
H -1.366 -1.351 -1.108
H -0.395 -2.442 0.872
H -0.801 -0.181 -3.339
H 0.739 0.785 -3.447
H 1.948 -2.175 1.420
H 2.613 0.160 -2.077
H 3.537 -0.915 -0.133
H -0.546 1.219 -2.320
C -0.834 1.431 1.751
C -2.206 1.331 2.398
H -0.570 2.471 1.527
H -0.074 1.037 2.431
H -0.801 0.944 0.772
H -2.571 0.304 2.399
H -2.953 1.951 1.900
H -2.175 1.711 3.419
```

Calculated values
- multiplicity = 2
- lowest unoccupied orbital energy (alpha / beta) (eV) = -4.359 / -8.222
- charge = +1

---

Density functional theory data (ωB97M-V with the def2-TZVPD basis set) for a cluster of 2 separate species, C9H14 in total in a non-equilibrium geometry.

The geometry in XYZ format:
```
23
Properties=species:S:1:pos:R:3
C -0.574 3.356 1.984
C -1.446 0.186 -0.655
C -0.433 -0.012 0.314
C -2.279 1.308 -0.640
C -0.185 0.967 1.226
C -1.754 2.438 -0.028
C -0.858 2.217 1.088
H -1.888 -0.558 -1.299
H 0.221 -0.875 0.366
H -3.138 1.436 -1.278
H 0.361 0.973 2.170
H -2.050 3.475 -0.112
H -1.079 3.139 2.956
H -0.901 4.340 1.626
H 0.493 3.520 2.205
C 1.248 -3.330 -1.583
C 2.602 -3.169 -0.936
H 1.218 -4.212 -2.215
H 0.474 -3.364 -0.795
H 0.882 -2.398 -2.018
H 3.461 -3.289 -1.618
H 2.846 -3.983 -0.240
H 2.779 -2.163 -0.515
```

Calculated values
- multiplicity = 2
- lowest unoccupied orbital energy (alpha / beta) (eV) = -4.380 / -8.232
- charge = +1

---

Density functional theory data (ωB97M-V with the def2-TZVPD basis set) for a cluster of 2 separate species, C9H14 in total in a non-equilibrium geometry.

The geometry in XYZ format:
```
23
Properties=species:S:1:pos:R:3
C -1.144 -0.558 -3.196
C 0.258 1.251 0.012
C -0.999 1.568 0.557
C 0.241 0.525 -1.193
C -0.977 0.187 -1.830
C -2.107 1.033 -0.025
C -2.201 0.282 -1.152
H 1.184 1.650 0.469
H -0.991 2.212 1.469
H 1.079 0.298 -1.843
H -3.040 1.334 0.606
H -1.910 -1.365 -2.881
H -0.158 -1.047 -3.529
H -3.187 -0.084 -1.474
H -1.366 -0.032 -4.035
C 1.411 -0.590 2.769
C 2.350 -1.082 1.735
H 2.056 0.017 3.459
H 0.489 -0.140 2.389
H 1.073 -1.477 3.215
H 2.807 -0.428 1.166
H 1.922 -1.873 1.026
H 3.209 -1.682 2.288
```

Calculated values
- multiplicity = 2
- lowest unoccupied orbital energy (alpha / beta) (eV) = -4.267 / -8.503
- charge = +1

---

Density functional theory data (ωB97M-V with the def2-TZVPD basis set) for a structure of composition C9H14BiN2P in a non-equilibrium geometry.

The geometry in XYZ format:
```
27
Properties=species:S:1:pos:R:3
C 0.781 1.404 -1.551
C 0.409 0.214 -2.253
C -0.987 0.020 -2.004
C -1.505 1.173 -1.280
C -0.415 2.026 -1.002
Bi 0.000 0.000 0.000
P 1.490 0.186 1.625
H 1.783 1.840 -1.526
H 1.067 -0.439 -2.826
H -1.593 -0.803 -2.390
H -0.453 2.976 -0.467
H -2.547 1.336 -1.002
H 1.544 1.347 2.462
H 2.896 0.163 1.353
H 1.517 -0.774 2.680
C -2.264 -4.660 2.338
N -1.807 -3.281 2.227
C -1.892 -2.331 3.177
C -1.353 -1.169 2.666
N -0.934 -1.408 1.407
C -1.223 -2.700 1.161
H -1.729 -5.165 3.169
H -3.355 -4.676 2.542
H -2.067 -5.213 1.394
H -2.316 -2.471 4.163
H -1.273 -0.217 3.174
H -1.015 -3.201 0.225
```

Calculated values
- lowest unoccupied orbital energy (eV) = 0.489

---

Density functional theory data (ωB97M-V with the def2-TZVPD basis set) for a structure of composition C9H14BrF12NO13S4V in a non-equilibrium geometry.

The geometry in XYZ format:
```
55
Properties=species:S:1:pos:R:3
V -0.859 -0.611 -1.832
Br -2.614 -0.355 -3.743
C 0.193 2.477 2.981
N 1.271 1.472 2.587
C 2.532 2.296 2.226
C 1.564 0.600 3.857
C 0.723 0.619 1.375
C 1.741 -0.258 0.616
O 0.984 -0.876 -0.418
H -0.127 2.966 2.061
H 0.576 3.270 3.625
H -0.586 2.007 3.578
H 2.143 3.052 1.544
H 3.163 1.657 1.611
H 2.862 2.718 3.173
H 2.182 -0.249 3.568
H 0.620 0.332 4.327
H 2.136 1.241 4.527
H 0.388 1.440 0.742
H -0.133 0.107 1.813
H 2.223 -1.037 1.206
H 2.479 0.379 0.127
H 1.428 -1.727 -0.540
C -4.192 2.008 0.075
F -4.431 3.317 0.307
F -4.928 1.275 0.896
F -4.444 1.659 -1.198
S -2.337 1.661 0.497
O -2.239 1.268 1.896
O -1.914 0.610 -0.420
O -1.669 2.901 0.134
C 0.677 -4.570 -3.271
F 1.502 -5.134 -4.175
F -0.467 -4.309 -3.855
F 0.572 -5.361 -2.181
S 1.499 -2.898 -2.854
O 2.522 -2.665 -3.857
O 0.396 -1.933 -2.965
O 2.077 -3.091 -1.501
C -3.227 -3.106 1.371
F -3.485 -4.191 2.120
F -4.342 -2.703 0.882
F -2.744 -2.137 2.244
S -1.957 -3.534 -0.016
O -0.887 -4.219 0.690
O -2.757 -4.416 -0.868
O -1.557 -2.270 -0.689
C 2.339 2.700 -3.501
F 3.183 3.664 -3.060
F 1.669 3.088 -4.591
F 2.970 1.521 -3.604
S 1.031 2.373 -2.081
O 1.771 2.454 -0.839
O 0.051 3.501 -2.207
O 0.431 1.018 -2.393
```

Calculated values
- multiplicity = 4
- lowest unoccupied orbital energy (alpha / beta) (eV) = 3.415 / 3.415
- charge = -2

---

ΔE to the lowest compared entry with this formula, charge and spin list, top to bottom, in kJ/mol: 58.32; 98.18; 58.15; 51.35; 95.01; 274.43; 118.12; 4.08; 105.05; 193.30; 559.67; 195.74